(1)
Computed, not measured: a cluster of 4 separate species, C21H49N4O4 in total, with wB97M-V/def2-TZVPD.

Output
- Kohn-Sham gap: 8.62 eV
- Charge: +1

Last columns: bonded neighbours and bond lengths (Å).
Element x y z (Å)
1 C -1.77 2.19 3.15  C2 1.303, H18 1.104, H19 1.090
2 C -0.99 1.21 2.79  C1 1.303, N3 1.444, H20 1.093
3 N -1.21 0.48 1.56  C2 1.444, C4 1.539, C16 1.376
4 C -2.19 -0.65 1.92  N3 1.539, C5 1.534, H21 1.098, H22 1.094
5 C -2.11 -1.84 0.95  C4 1.534, C6 1.538, H23 1.095, H24 1.099
6 C -1.39 -1.52 -0.37  C5 1.538, C7 1.543, N12 1.494, H25 1.102
7 C -2.37 -0.81 -1.33  C6 1.543, O8 1.421, H26 1.099, H27 1.106
8 O -2.87 0.41 -0.81  C7 1.421, C9 1.424
9 C -2.80 1.50 -1.72  O8 1.424, C10 1.545, H28 1.101, H29 1.105
10 C -2.64 2.79 -0.88  C9 1.545, C11 1.549, H30 1.098, H31 1.101
11 C -2.93 4.08 -1.68  C10 1.549, H32 1.092, H33 1.099, H34 1.097
12 N -0.11 -0.80 -0.10  C6 1.494, C13 1.488, C16 1.368
13 C 0.34 0.08 -1.21  N12 1.488, N14 1.482, H35 1.089, H36 1.102
14 N 1.78 0.37 -1.02  C13 1.482, C15 1.489, H37 1.016
15 C 2.47 0.63 -2.31  N14 1.489, H38 1.096, H39 1.096, H40 1.099
16 C -0.08 -0.17 1.12  N3 1.376, N12 1.368, N17 1.325
17 N 1.06 -0.26 1.79  C16 1.325, H41 1.012, H42 1.012
18 H -1.41 2.88 3.93  C1 1.104
19 H -2.77 2.34 2.75  C1 1.090
20 H -0.19 0.96 3.49  C2 1.093
21 H -1.92 -0.94 2.95  C4 1.098
22 H -3.18 -0.18 1.94  C4 1.094
23 H -3.12 -2.16 0.70  C5 1.095
24 H -1.64 -2.67 1.50  C5 1.099
25 H -1.12 -2.50 -0.80  C6 1.102
26 H -1.99 -0.71 -2.36  C7 1.099
27 H -3.24 -1.48 -1.42  C7 1.106
28 H -3.67 1.56 -2.40  C9 1.101
29 H -1.90 1.45 -2.37  C9 1.105
30 H -1.63 2.76 -0.44  C10 1.098
31 H -3.34 2.72 -0.04  C10 1.101
32 H -3.65 3.94 -2.48  C11 1.092
33 H -1.97 4.47 -2.05  C11 1.099
34 H -3.28 4.84 -0.96  C11 1.097
35 H 0.19 -0.40 -2.17  C13 1.089
36 H -0.17 1.06 -1.14  C13 1.102
37 H 1.82 1.26 -0.52  N14 1.016
38 H 3.35 -0.02 -2.34  C15 1.096
39 H 1.86 0.43 -3.20  C15 1.096
40 H 2.82 1.66 -2.39  C15 1.099
41 H 1.49 0.50 2.29  N17 1.012
42 H 1.51 -1.17 1.86  N17 1.012
43 C -0.93 7.45 5.68  C44 1.520, H47 1.094, H48 1.091, H49 1.091
44 C -0.11 6.22 5.33  C43 1.520, C45 1.521, O46 1.431, H50 1.091
45 C 0.84 6.50 4.17  C44 1.521, H51 1.094, H52 1.092, H53 1.091
46 O -0.98 5.14 4.98  C44 1.431, H54 0.965
47 H -1.54 7.76 4.83  C43 1.094
48 H -1.61 7.23 6.51  C43 1.091
49 H -0.28 8.28 5.97  C43 1.091
50 H 0.47 5.89 6.20  C44 1.091
51 H 0.28 6.78 3.27  C45 1.094
52 H 1.42 5.61 3.92  C45 1.092
53 H 1.53 7.31 4.41  C45 1.091
54 H -1.50 5.42 4.21  O46 0.965
55 C 1.50 -4.46 0.10  C56 1.521, H59 1.094, H60 1.094, H61 1.092
56 C 0.70 -5.69 0.49  C55 1.521, C57 1.520, O58 1.427, H62 1.092
57 C 1.57 -6.94 0.50  C56 1.520, H63 1.094, H64 1.090, H65 1.091
58 O -0.39 -5.87 -0.43  C56 1.427, H66 0.965
59 H 1.91 -4.56 -0.91  C55 1.094
60 H 0.85 -3.57 0.09  C55 1.094
61 H 2.32 -4.28 0.79  C55 1.092
62 H 0.26 -5.54 1.48  C56 1.092
63 H 1.98 -7.13 -0.50  C57 1.094
64 H 0.98 -7.81 0.77  C57 1.090
65 H 2.39 -6.84 1.20  C57 1.091
66 H -0.01 -6.00 -1.30  O58 0.965
67 C 3.72 -4.10 -5.21  C68 1.520, H71 1.093, H72 1.091, H73 1.091
68 C 2.97 -3.11 -4.33  C67 1.520, C69 1.522, O70 1.428, H74 1.092
69 C 1.49 -3.07 -4.66  C68 1.522, H75 1.093, H76 1.093, H77 1.092
70 O 3.54 -1.80 -4.49  C68 1.428, H78 0.965
71 H 3.63 -3.82 -6.26  C67 1.093
72 H 4.78 -4.11 -4.96  C67 1.091
73 H 3.32 -5.11 -5.09  C67 1.091
74 H 3.11 -3.38 -3.28  C68 1.092
75 H 1.34 -2.76 -5.70  C69 1.093
76 H 0.97 -2.35 -4.03  C69 1.093
77 H 1.03 -4.05 -4.53  C69 1.092
78 H 3.43 -1.55 -5.41  O70 0.965

(2)
Computed, not measured: a cluster of 2 separate species, C2H3FO2 in total, with wB97M-V/def2-TZVPD.

Output
- Expectation value of S²: 0.770
- Spin multiplicity: 2
- Kohn-Sham gap (alpha / beta): 8.04 / 5.81 eV
- Charge: -1

Last columns: bonded neighbours and bond lengths (Å).
Element x y z (Å)
1 O 0.75 1.72 2.46  H2 0.963
2 H 0.01 1.47 3.02  O1 0.963
3 C 0.24 -0.72 -0.70  C4 1.336, O5 1.377, H8 1.104
4 C 0.20 0.58 -0.38  C3 1.336, F6 1.362
5 O -0.53 -1.27 -1.69  C3 1.377, H7 0.960
6 F -0.79 1.36 -0.89  C4 1.362
7 H -1.10 -1.96 -1.32  O5 0.960
8 H 1.22 -1.19 -0.49  C3 1.104

Calculated electronic energy, -36713.029, -8930.670 eV (same order as the records).